Formula: C6H10N2O
Source: the Open Molecules 2025 dataset
Level of theory: wB97M-V/def2-TZVPD

Geometry as XYZ:
```
19
Properties=species:S:1:pos:R:3:forces:R:3
C -0.825424 0.084901 -0.434502 -0.2731 2.2635 2.8382
C -0.686634 0.529352 1.085791 -0.0768 -0.5676 -0.0699
C -0.336605 1.563941 -0.549706 -0.2483 1.9194 -2.6101
C 1.370630 0.310170 0.078060 2.2754 0.9230 -0.4469
C 1.357712 -1.166742 0.282298 -1.5728 -0.0874 0.5137
C 0.457554 -0.548967 -0.758032 1.4863 -1.5845 -0.1848
H -2.341489 -1.214918 -0.341297 0.1650 0.7125 -0.7439
H -2.015172 -0.551720 -1.826191 -0.3925 -0.6136 -1.4693
H -1.571472 1.140782 1.378610 0.9054 -0.2542 -0.2037
H -0.431077 -0.199857 1.844956 -0.2419 -0.1209 0.0524
H -1.089753 2.342512 -0.374737 -0.0245 -0.3467 0.2245
H 0.186819 1.879582 -1.501043 -0.1733 -0.4921 0.8721
H 2.325770 0.782971 -0.244039 -0.7385 -0.7007 -0.1184
H 2.174367 -1.649386 -0.168560 1.2750 -0.2880 -0.6167
H 1.423969 -1.602576 2.178993 -1.1240 -0.8475 -1.6398
H 0.660654 -0.753957 -1.789561 0.0706 -0.1619 -0.4732
N -2.084638 -0.356919 -0.865460 -0.7333 -0.7009 1.2235
N 0.517741 1.346326 0.631624 -1.5261 -0.1915 1.0375
O 0.907049 -1.935495 1.372796 0.9474 1.1392 1.8149
```
Forces are in eV/Å.

gap between HOMO and LUMO: 9.7 eV

---

Formula: C5H15NO3
Source: the Open Molecules 2025 dataset
Level of theory: wB97M-V/def2-TZVPD

Geometry as XYZ:
```
24
Properties=species:S:1:pos:R:3:forces:R:3
C -2.638786 -0.442606 0.564433 -1.3660 -0.7208 0.7152
C -1.477273 -0.671387 1.531290 0.8664 0.0957 -2.2448
N -0.386656 0.289949 1.370456 0.1822 -0.5362 0.9998
C 0.371240 0.227612 0.152394 0.6952 1.3690 -1.1855
C 1.840714 0.634715 0.426541 1.5013 1.5314 3.1683
O 2.291644 0.344698 1.803831 -1.5106 -1.0215 -0.6793
C -0.150366 1.274508 -0.910340 0.1221 -0.4291 1.1290
O -0.350271 0.691770 -2.192569 -0.6209 0.6437 0.1252
H -3.301551 -1.316035 0.590512 -0.0964 -0.0057 0.4701
H -2.442488 -0.432371 -0.495807 0.7841 0.5779 -0.3000
H -3.266158 0.397383 0.879973 0.1904 0.1339 -0.3193
H -1.815317 -0.602103 2.553360 -0.0585 -0.5543 0.2899
H -1.019285 -1.630322 1.199765 -0.4031 0.2241 1.0638
H -0.650014 1.215997 1.677327 0.0983 0.1461 -0.2776
H 0.358712 -0.780487 -0.274385 -0.3429 0.1221 0.3555
H 1.980272 1.732528 0.527322 -0.6822 -0.2103 -1.1803
H 2.684234 0.285256 -0.147278 -0.4301 -0.4906 -1.0373
H 1.407733 0.181251 2.201440 0.5728 -0.0495 0.4023
H -1.091464 1.688365 -0.499722 0.3050 -0.1884 -0.3629
H 0.593897 2.086656 -0.906709 -0.3276 -0.0967 -0.5614
H -1.125578 1.164231 -2.537290 0.4849 -0.4501 -0.3048
O 0.791413 -2.155433 -2.156467 0.4536 -0.7718 0.1488
H 0.982678 -1.234625 -2.007513 -0.0637 0.5083 -0.2678
H -0.126700 -2.193527 -2.411950 -0.3544 0.1729 -0.1470
```
Forces are in eV/Å.

structure (SMILES): CCNC(CO)CO.O
gap between HOMO and LUMO: 9.6 eV

---

Formula: C3H5ClINO
Source: the Open Molecules 2025 dataset
Level of theory: wB97M-V/def2-TZVPD

Geometry as XYZ:
```
12
Properties=species:S:1:pos:R:3:forces:R:3
C -0.961049 0.878559 0.471245 -3.1672 1.1280 0.4890
C 0.838519 -0.654574 -0.479335 -0.2390 0.4717 2.2973
C 0.223916 0.067832 0.762051 2.8544 -0.7529 0.8496
N -1.246692 1.163830 -0.712658 1.6787 -1.4436 -1.5042
O 0.003371 -1.745140 -0.792865 0.7250 0.0293 -1.7624
Cl 0.109425 -1.057799 2.152739 -0.5434 0.5109 -0.4416
I 1.820115 1.547218 1.292998 -0.4565 -0.2411 -0.0680
H -1.694592 1.252018 1.238064 1.1378 -0.9365 0.2147
H 0.745617 0.242931 -1.116228 0.7966 -1.0106 -0.9713
H 1.845631 -1.117886 -0.212472 -0.9293 1.4602 -0.4523
H -2.142648 1.482317 -0.993380 -0.7986 1.0267 0.5994
H 0.458386 -2.059305 -1.610158 -1.0585 -0.2420 0.7497
```
Forces are in eV/Å.

gap between HOMO and LUMO: 9.3 eV

---

Taking the records one at a time from the top gives highest occupied orbital energy values of -8.9 -9.2 -9.7 eV.
Taking the records one at a time from the top gives relative energy (zero: lowest compared OMol25 entry of this formula, charge and spin) values of 383.6 241.8 127.4 kJ/mol.
Taking the records one at a time from the top gives E values of -11408.112 -13059.274 -27351.055 eV.